#a
The molecule C4H4BrNO, computed with ωB97M-V/def2-TZVPD.

Each line ends with the natural charge from an NBO analysis.
CARTESIAN COORDINATES (ANGSTROEM)
C  0.19360  -2.04709  0.16101  0.0485
C  0.98178  0.02639  -0.77377  -0.1292
C  -1.70879  0.47095  0.72878  0.1342
C  0.49883  1.08650  0.08264  -0.0998
N  0.78950  -1.09760  -0.21898  -0.2617
O  -0.91728  0.95660  -0.16620  -0.5176
Br  -3.40261  0.21755  -0.07716  -0.0098
H  0.61664  -2.70772  0.92222  0.1902
H  1.55871  0.07807  -1.61961  0.2154
H  0.72207  0.93492  1.19305  0.2157
H  0.66755  2.08144  -0.23199  0.2141

HOMO level ... -8.513 eV
HOMO-LUMO gap ... 9.0 eV
LUMO ... 0.52 eV

=====

#b
The molecule C4H4BrNO, computed with ωB97M-V/def2-TZVPD.

Each line ends with the natural charge from an NBO analysis.
CARTESIAN COORDINATES (ANGSTROEM)
C  0.96424  -0.89139  0.29844  -0.2419
C  1.17104  0.34604  -0.23334  -0.1908
C  -0.47553  -1.20226  0.34315  0.0983
C  0.09767  1.37623  -0.34586  0.3931
N  -1.23596  -0.25485  -0.08612  -0.5176
O  -0.41755  2.09096  0.52440  -0.5850
Br  -3.00709  -0.09391  -0.11347  0.2857
H  1.54929  -1.70651  0.53887  0.2227
H  2.14879  0.87419  -0.18918  0.2331
H  -0.75090  -2.19295  0.72548  0.1856
H  -0.04400  1.65446  -1.46236  0.1168

HOMO level ... -9.329 eV
SMILES ... O=C/C=C\C=N\Br
HOMO-LUMO gap ... 8.8 eV
LUMO ... -0.52 eV

=====

Order from most stable to least stable according to the calculation: #b, #a

=====

#a
A cluster of 3 separate species, C4H13N2OS in total, computed with ωB97M-V/def2-TZVPD.

Each line ends with the natural charge from an NBO analysis.
CARTESIAN COORDINATES (ANGSTROEM)
N  0.44782  -0.59253  -1.02745  -0.8870
C  -0.59628  -0.23078  -0.04503  -0.0507
C  -0.40344  1.27141  0.49870  -0.5127
S  1.21189  1.62613  1.39803  -0.6807
C  -2.01071  -0.38265  -0.67104  -0.6452
N  -0.94108  -3.19209  -0.72299  -0.6826
C  -1.31511  -3.69789  0.46184  -0.0227
H  1.36344  -0.29339  -0.72943  0.3842
H  0.33331  -1.62149  -1.24780  0.3646
H  -0.45229  -0.96747  0.70024  0.1238
H  -1.30255  1.62288  1.00318  0.1797
H  -0.29337  1.94797  -0.37117  0.2088
H  -2.24338  0.43895  -1.39338  0.2059
H  -2.21305  -1.41579  -1.11606  0.2322
H  -2.76157  -0.09048  0.08977  0.1900
H  -2.36751  -3.54806  0.86649  0.1364
H  -0.85725  -4.65316  0.85020  0.1456
H  -0.30752  -2.67098  0.18739  0.4101
H  2.65047  2.51853  -1.56639  0.4390
H  1.90016  2.50767  -0.28401  0.4747
O  2.07085  3.11732  -1.07140  -1.0133

Net charge ... -1
HOMO level ... -2.973 eV
HOMO-LUMO gap ... 5.3 eV
LUMO ... 2.30 eV

=====

#b
A cluster of 2 separate species, C4H13N2OS in total, computed with ωB97M-V/def2-TZVPD.

Each line ends with the natural charge from an NBO analysis.
CARTESIAN COORDINATES (ANGSTROEM)
C  1.11770  1.01231  -1.08729  -0.4105
N  0.64917  -0.16538  -0.35938  -0.7081
C  -0.80203  -0.25736  -0.39032  -0.0897
C  -1.34419  -1.44546  -1.25923  -0.5263
S  -0.25469  -1.80486  -2.69133  -0.7083
C  -1.28224  -0.62207  1.02430  -0.2092
N  -0.96154  0.39029  2.07130  -0.8493
H  2.20263  1.06690  -1.02528  0.1663
H  0.93080  0.93685  -2.16417  0.1974
H  0.68743  1.92846  -0.69822  0.1807
H  1.00167  -0.96804  -0.87695  0.4050
H  -1.30507  0.63962  -0.74470  0.1819
H  -2.34866  -1.16916  -1.59494  0.1805
H  -1.54107  -2.34442  -0.66744  0.1719
H  -0.84460  -1.58469  1.29140  0.1745
H  -2.36429  -0.73814  1.07415  0.1709
H  -0.37549  1.10254  1.64330  0.3429
H  -0.31373  -0.01695  2.74050  0.3414
H  3.09758  1.35387  0.90373  0.4639
H  1.68894  0.99309  1.40155  0.4884
O  2.36167  1.69259  1.40903  -0.9643

Net charge ... -1
HOMO level ... -2.759 eV
HOMO-LUMO gap ... 6.4 eV
LUMO ... 3.62 eV

=====

#c
A cluster of 2 separate species, C4H13N2OS in total, computed with ωB97M-V/def2-TZVPD.

Each line ends with the natural charge from an NBO analysis.
CARTESIAN COORDINATES (ANGSTROEM)
C  -0.56437  -2.31278  0.84779  -0.2275
C  -0.35529  -2.37932  -0.65523  -0.5237
S  -0.82721  -0.81445  -1.49990  -0.7483
N  -1.95270  -2.04692  1.24753  -0.8560
H  0.08273  -1.52720  1.23853  0.1791
H  -0.25346  -3.25702  1.31512  0.1548
H  -0.92833  -3.20352  -1.07770  0.1661
H  0.69826  -2.59537  -0.87451  0.1795
H  -2.52308  -2.78790  0.84745  0.3287
H  -2.22120  -1.21402  0.72654  0.3747
C  1.55118  1.97473  -0.66485  -0.0811
O  2.80354  1.81981  0.02017  -0.7409
C  0.44241  2.02793  0.36902  -0.2284
N  -0.81341  2.38115  -0.27949  -0.8616
H  1.54909  2.91938  -1.21003  0.1422
H  1.37017  1.13498  -1.33128  0.2033
H  3.49654  1.85751  -0.64334  0.4565
H  0.41620  1.07281  0.89833  0.1816
H  0.70814  2.81061  1.08956  0.1655
H  -1.52119  2.56140  0.42699  0.3405
H  -1.15800  1.57819  -0.79068  0.3951

Net charge ... -1
HOMO level ... -2.807 eV
HOMO-LUMO gap ... 6.4 eV
LUMO ... 3.56 eV

=====

Order from most stable to least stable according to the calculation: #c, #b, #a

=====

#a
A cluster of 4 separate species, C4H16O3 in total, computed with ωB97M-V/def2-TZVPD.

Each line ends with the natural charge from an NBO analysis.
CARTESIAN COORDINATES (ANGSTROEM)
C  -0.34703  -0.04810  -1.68543  -0.6130
C  -0.18621  -0.24600  -0.17210  -0.2395
C  -0.04521  1.03768  0.62895  -0.6292
C  -1.28454  -1.13897  0.40498  -0.6028
H  0.23359  -0.74535  -2.28637  0.2100
H  -1.40484  -0.03269  -1.96687  0.2143
H  -0.02036  0.95441  -1.98662  0.2117
H  0.77310  -0.74046  -0.06936  0.1931
H  -0.34352  0.83907  1.65984  0.1920
H  -0.62686  1.91546  0.32752  0.2147
H  0.95725  1.47057  0.69326  0.2324
H  -1.00448  -1.57337  1.35222  0.1984
H  -2.17033  -0.55315  0.59673  0.2046
H  -1.58097  -1.87209  -0.33983  0.2029
H  -4.65823  0.19168  -0.41472  0.4668
H  -3.75310  -0.85854  -0.96610  0.4658
O  -4.05528  0.03414  -1.15015  -0.9298
H  2.89870  -0.88730  2.25122  0.4660
H  1.55814  -1.18853  1.69630  0.4714
O  2.49422  -1.24509  1.45137  -0.9346
H  2.89139  0.82412  -0.19036  0.4768
H  3.62423  1.32541  1.02987  0.4639
O  3.28117  1.62508  0.17860  -0.9359

HOMO level ... -10.927 eV
SMILES ... CC(C)C.O.O.O
HOMO-LUMO gap ... 11.4 eV
LUMO ... 0.50 eV

=====

#b
A cluster of 4 separate species, C4H16O3 in total, computed with ωB97M-V/def2-TZVPD.

Each line ends with the natural charge from an NBO analysis.
CARTESIAN COORDINATES (ANGSTROEM)
C  -3.93471  -0.00168  1.61421  -0.6204
C  -2.59991  -0.71819  1.46165  -0.3994
C  -1.74864  -0.21219  0.27208  -0.3849
C  -1.17737  1.20796  0.59622  -0.6147
H  -3.93641  1.04574  1.32016  0.2011
H  -4.29495  0.00940  2.64743  0.2110
H  -4.71308  -0.56386  1.09651  0.2083
H  -2.78470  -1.79161  1.44171  0.2049
H  -1.96002  -0.60642  2.35073  0.1853
H  -2.48571  -0.14558  -0.53443  0.1892
H  -0.95839  -0.91082  0.04316  0.2032
H  -0.23843  0.99198  1.09706  0.2040
H  -1.96612  1.70453  1.15120  0.2037
H  -1.00442  1.74548  -0.33316  0.2081
H  4.07562  0.15171  -3.99505  0.4624
H  5.22839  0.99821  -3.81255  0.4612
O  4.86645  0.42594  -4.48008  -0.9235
H  0.67642  -4.54274  -3.92797  0.4614
H  1.32902  -4.98686  -2.73230  0.4615
O  0.61732  -4.40028  -2.99255  -0.9227
H  1.66111  3.66768  3.93410  0.4704
H  3.02326  2.94921  3.95677  0.4679
O  2.61671  3.80716  4.08495  -0.9383

HOMO level ... -10.982 eV
SMILES ... CCCC.O.O.O
HOMO-LUMO gap ... 11.6 eV
LUMO ... 0.64 eV

=====

Order from most stable to least stable according to the calculation: #a, #b